{"formula": "C13H17N3O4", "method": "the ωB97M-V functional and the def2-TZVPD basis", "e_above_lowest_kcal_mol": 24.3, "homo_lumo_gap_ev": 9.44, "e_homo_ev": -9.0, "lumo_ev": 0.454, "smiles": "NC(=O)C[C@H](N)C(=O)N[C@@H](Cc1ccccc1)C(=O)O", "e_tot_ha": -970.84958, "species": ["C", "C", "C", "C", "C", "C", "C", "C", "C", "C", "C", "C", "C", "H", "H", "H", "H", "H", "H", "H", "H", "H", "H", "H", "H", "H", "H", "H", "H", "H", "N", "N", "N", "O", "O", "O", "O"], "xyz": [[1.822, 0.701, -0.594], [-2.707, -3.129, -0.158], [-3.208, -2.290, -1.135], [-3.079, -0.928, -0.914], [-2.037, -1.236, 1.205], [-2.579, -0.348, 0.258], [-2.069, -2.592, 0.980], [-1.031, 3.305, -0.051], [-1.031, 1.736, 0.170], [2.801, -1.627, -0.247], [3.092, -0.129, -0.498], [1.217, 0.739, 0.832], [-2.401, 1.124, 0.490], [-3.109, 1.792, -0.006], [0.817, 3.176, -0.198], [-2.674, -4.193, -0.350], [-3.601, -2.704, -2.059], [-1.675, -3.258, 1.773], [-3.406, -0.254, -1.691], [-1.554, -0.900, 2.127], [-2.529, 1.283, 1.585], [4.739, -1.973, 0.529], [-0.060, 1.529, 2.053], [3.548, -3.340, 0.574], [3.661, 0.317, 0.309], [3.690, -0.097, -1.405], [1.163, 0.237, -1.309], [3.034, 2.324, -0.616], [2.108, 2.250, -1.952], [-0.664, 1.370, -0.805], [2.099, 2.058, -0.930], [3.809, -2.370, 0.289], [-0.086, 1.214, 1.087], [-2.043, 3.922, -0.185], [1.976, 0.587, 1.783], [1.808, -2.183, -0.739], [0.161, 3.884, -0.202]], "lowdin_charge": [-0.325, -0.089, -0.089, -0.049, -0.060, -0.210, -0.083, -0.468, -0.226, -0.508, -0.087, -0.364, -0.098, 0.118, 0.037, 0.097, 0.105, 0.112, 0.107, 0.113, 0.136, 0.124, 0.162, 0.133, 0.109, 0.130, 0.143, 0.113, 0.132, 0.159, 0.056, 0.141, 0.101, 0.120, 0.062, 0.032, 0.113]}

***

{"formula": "C13H17NO4S", "method": "the ωB97M-V functional and the def2-TZVPD basis", "e_above_lowest_kcal_mol": 32.9, "homo_lumo_gap_ev": 8.70, "e_homo_ev": -9.4, "lumo_ev": -0.661, "smiles": "CC(C)(C)NS(=O)(=O)c1ccc(/C=C/C(=O)O)cc1", "e_tot_ha": -1259.47957, "species": ["C", "H", "H", "H", "C", "N", "S", "O", "O", "C", "C", "C", "C", "C", "C", "H", "H", "C", "C", "C", "O", "O", "H", "H", "H", "H", "H", "H", "C", "H", "H", "H", "C", "H", "H", "H"], "xyz": [[-3.664, 0.778, 1.298], [-4.665, 0.397, 1.117], [-3.122, 0.030, 1.867], [-3.730, 1.696, 1.878], [-2.965, 1.050, -0.032], [-2.888, -0.197, -0.784], [-2.210, -1.626, -0.302], [-2.724, -2.014, 0.976], [-2.385, -2.499, -1.425], [-0.445, -1.333, -0.121], [0.317, -1.071, -1.245], [1.674, -0.850, -1.115], [2.283, -0.894, 0.144], [1.493, -1.181, 1.263], [0.135, -1.398, 1.131], [-0.492, -1.627, 1.979], [1.954, -1.233, 2.238], [3.703, -0.666, 0.340], [4.590, -0.283, -0.587], [6.013, -0.071, -0.294], [6.826, 0.281, -1.113], [6.349, -0.303, 0.987], [7.298, -0.146, 1.105], [4.326, -0.097, -1.617], [4.062, -0.817, 1.351], [2.267, -0.652, -1.993], [-0.161, -1.064, -2.212], [-2.740, -0.075, -1.773], [-3.803, 2.024, -0.867], [-4.763, 1.575, -1.109], [-3.977, 2.940, -0.310], [-3.292, 2.274, -1.795], [-1.573, 1.649, 0.210], [-1.668, 2.644, 0.638], [-1.001, 1.032, 0.897], [-1.021, 1.728, -0.725]], "lowdin_charge": [-0.042, 0.093, 0.064, 0.089, -0.637, -0.080, 0.643, -0.284, -0.282, -0.281, -0.052, -0.001, -0.200, -0.007, -0.055, 0.116, 0.118, -0.013, 0.015, -0.539, 0.101, 0.094, 0.132, 0.114, 0.119, 0.111, 0.119, 0.112, -0.039, 0.088, 0.088, 0.083, -0.034, 0.088, 0.071, 0.087]}

***

{"formula": "C13H18BIN2O2S", "method": "the ωB97M-V functional and the def2-TZVPD basis", "e_above_lowest_kcal_mol": 289.7, "homo_lumo_gap_ev": 6.57, "e_homo_ev": -8.2, "lumo_ev": -1.594, "smiles": "CCOc1c(B(C)O)c([C@@H](I)CC)c2nsnc2c1C", "e_tot_ha": -1486.46109, "species": ["C", "C", "O", "C", "C", "B", "C", "O", "C", "C", "I", "C", "C", "C", "N", "S", "N", "C", "C", "C", "H", "H", "H", "H", "H", "H", "H", "H", "H", "H", "H", "H", "H", "H", "H", "H", "H", "H"], "xyz": [[4.743, 0.049, 1.853], [3.534, 0.118, 0.700], [2.262, -0.077, 1.413], [1.184, -0.530, 0.502], [-0.092, 0.501, 0.175], [-0.046, 2.004, 0.879], [1.255, 3.008, 0.914], [-1.309, 2.525, 1.509], [-1.355, 0.059, -0.827], [-2.648, 1.026, -1.153], [-3.237, 0.986, -3.304], [-3.875, 0.594, -0.145], [-5.363, 0.596, -0.839], [-1.252, -1.457, -1.462], [-2.178, -2.247, -2.361], [-1.616, -3.884, -2.783], [-0.117, -3.842, -1.884], [-0.015, -2.495, -1.175], [1.239, -2.032, -0.180], [2.415, -3.153, 0.059], [4.861, 1.055, 2.448], [5.794, -0.223, 1.381], [4.504, -0.833, 2.621], [3.655, 1.168, 0.185], [3.792, -0.725, -0.078], [1.708, 3.100, 2.004], [2.047, 2.741, 0.094], [0.842, 4.097, 0.655], [-1.486, 3.473, 1.173], [-2.442, 2.181, -0.934], [-3.906, 1.413, 0.718], [-3.730, -0.440, 0.387], [-5.560, -0.397, -1.469], [-6.146, 0.553, 0.060], [-5.626, 1.560, -1.448], [2.755, -3.266, 1.186], [2.020, -4.230, -0.268], [3.390, -2.975, -0.604]], "lowdin_charge": [-0.100, -0.229, -0.168, -0.060, 0.083, -0.350, -0.056, -0.019, -0.079, -0.642, 0.758, -0.281, -0.225, -0.172, -0.324, 0.869, -0.325, -0.168, -0.054, -0.117, 0.077, 0.083, 0.090, 0.117, 0.114, 0.100, 0.064, 0.085, 0.120, 0.090, 0.118, 0.122, 0.080, 0.083, 0.053, 0.091, 0.082, 0.088]}

***

{"formula": "C13H18Br12N3O7PS", "method": "the ωB97M-V functional and the def2-TZVPD basis", "homo_lumo_gap_ev": 8.69, "e_homo_ev": -9.0, "lumo_ev": -0.278, "e_tot_ha": -32824.76843, "species": ["C", "C", "N", "C", "O", "O", "S", "O", "O", "O", "C", "C", "C", "C", "C", "C", "N", "P", "N", "O", "O", "H", "H", "H", "H", "H", "H", "H", "H", "H", "H", "H", "H", "H", "H", "C", "Br", "Br", "Br", "H", "C", "Br", "Br", "Br", "H", "C", "Br", "Br", "Br", "H", "C", "Br", "Br", "Br", "H"], "xyz": [[-1.549, -1.821, -2.538], [-1.198, -0.344, -2.395], [-0.845, -0.044, -0.987], [0.485, 0.375, -0.776], [0.958, 1.470, -1.499], [1.356, -0.699, -1.252], [2.805, -0.441, -0.616], [3.631, 0.331, -1.471], [3.323, -1.676, -0.159], [2.311, 0.474, 0.626], [0.872, 0.433, 0.717], [0.272, 1.659, 1.404], [0.436, 1.889, 2.757], [-0.142, 2.985, 3.356], [-0.871, 3.875, 2.573], [-0.953, 3.577, 1.221], [-0.418, 2.508, 0.645], [0.366, -1.126, 1.663], [0.575, -2.437, 0.913], [-1.180, -0.809, 2.038], [1.256, -1.095, 3.009], [-2.317, -2.107, -1.819], [-1.964, -1.985, -3.536], [-0.654, -2.433, -2.406], [-2.100, 0.230, -2.631], [-0.421, -0.042, -3.098], [-1.485, 0.652, -0.628], [0.208, 2.007, -1.777], [1.043, 1.207, 3.343], [-0.028, 3.153, 4.420], [-1.306, 4.718, 3.100], [-1.483, 4.235, 0.544], [-0.261, -2.978, 0.743], [-1.399, -1.136, 2.921], [0.740, -0.782, 3.763], [-2.972, -5.942, -2.410], [-1.502, -6.628, -3.436], [-2.456, -5.568, -0.594], [-3.734, -4.395, -3.261], [-3.738, -6.702, -2.375], [4.908, 0.836, 4.105], [6.196, 2.191, 3.678], [5.385, -0.138, 5.691], [3.130, 1.575, 4.231], [4.889, 0.132, 3.285], [-3.672, 7.576, 1.705], [-4.446, 7.535, -0.054], [-2.241, 6.293, 1.877], [-3.110, 9.346, 2.199], [-4.442, 7.278, 2.401], [1.609, -5.456, -5.731], [2.933, -5.105, -7.078], [0.426, -3.961, -5.494], [0.643, -7.082, -6.107], [2.131, -5.604, -4.797]], "lowdin_charge": [-0.130, -0.224, 0.058, -0.577, 0.067, -0.127, 0.607, -0.205, -0.219, -0.146, -0.317, -0.206, -0.112, -0.041, -0.142, -0.160, 0.137, 0.571, -0.103, -0.133, -0.145, 0.047, 0.039, 0.074, 0.116, 0.120, 0.121, 0.118, -0.032, 0.116, -0.016, 0.052, -0.004, 0.084, 0.069, -1.625, 0.547, 0.571, 0.610, -0.031, -1.615, 0.593, 0.583, 0.709, -0.022, -1.613, 0.584, 0.778, 0.586, -0.028, -1.641, 0.579, 0.564, 0.539, -0.024]}

***

{"formula": "C13H18BrNO8S", "method": "the ωB97M-V functional and the def2-TZVPD basis", "homo_lumo_gap_ev": 11.03, "e_homo_ev": -10.9, "lumo_ev": 0.121, "smiles": "CCC[C@@H](C)[C@]1(CCC(=O)O)OS(=O)(=O)O[C@]1(CC(=O)Br)OC#N", "e_tot_ha": -4135.00316, "species": ["C", "C", "C", "C", "C", "C", "C", "C", "C", "O", "O", "O", "S", "O", "O", "O", "C", "C", "C", "O", "Br", "O", "C", "N", "H", "H", "H", "H", "H", "H", "H", "H", "H", "H", "H", "H", "H", "H", "H", "H", "H", "H"], "xyz": [[-0.248, 3.270, 1.798], [0.521, 2.369, 0.817], [-0.269, 2.083, -0.465], [0.243, 0.926, -1.342], [1.760, 1.064, -1.533], [-0.215, -0.542, -0.999], [0.915, -1.552, -0.831], [1.768, -1.420, 0.442], [3.252, -1.413, 0.112], [3.724, -2.037, -0.786], [4.037, -0.652, 0.899], [-0.915, -1.056, -2.202], [-2.412, -0.554, -2.276], [-2.521, 0.660, -2.998], [-3.221, -1.674, -2.582], [-2.526, -0.190, -0.722], [-1.425, -0.728, -0.002], [-1.701, -2.177, 0.372], [-3.028, -2.342, 1.092], [-4.093, -2.149, 0.634], [-2.833, -2.843, 2.966], [-1.430, 0.102, 1.163], [-0.810, -0.299, 2.217], [-0.226, -0.651, 3.146], [0.129, 4.292, 1.777], [-0.172, 2.902, 2.821], [-1.310, 3.304, 1.544], [1.461, 2.857, 0.547], [0.817, 1.444, 1.320], [-0.209, 2.982, -1.087], [-1.325, 1.961, -0.234], [-0.182, 1.090, -2.331], [2.330, 0.918, -0.615], [2.143, 0.388, -2.298], [1.958, 2.076, -1.890], [0.475, -2.548, -0.874], [1.560, -1.491, -1.703], [1.519, -0.537, 1.027], [1.613, -2.291, 1.082], [3.516, -0.189, 1.566], [-1.772, -2.761, -0.549], [-0.899, -2.592, 0.979]], "lowdin_charge": [-0.084, -0.246, -0.162, -0.234, -0.030, -0.258, -0.086, -0.072, -0.540, 0.138, 0.125, -0.149, 0.621, -0.190, -0.184, -0.090, -0.372, -0.087, -0.761, 0.102, 0.761, 0.097, -0.387, 0.212, 0.071, 0.071, 0.074, 0.108, 0.074, 0.132, 0.103, 0.132, 0.071, 0.096, 0.100, 0.128, 0.122, 0.084, 0.138, 0.114, 0.148, 0.107]}

***

{"formula": "C13H18FNO2S", "method": "the ωB97M-V functional and the def2-TZVPD basis", "e_above_lowest_kcal_mol": 270.9, "homo_lumo_gap_ev": 8.18, "e_homo_ev": -8.6, "lumo_ev": -0.375, "e_tot_ha": -1209.02724, "species": ["C", "H", "O", "C", "C", "N", "C", "O", "C", "C", "H", "H", "S", "C", "C", "C", "C", "C", "C", "C", "H", "H", "H", "H", "F", "H", "H", "H", "H", "H", "H", "H", "H", "H", "H", "H"], "xyz": [[0.469, -4.461, 2.185], [0.426, -5.466, 1.991], [-0.875, -3.790, 1.783], [-1.335, -4.278, 0.596], [-0.458, -3.780, -0.762], [-0.332, -2.405, -0.449], [0.924, -1.910, -0.038], [1.800, -2.575, -0.344], [0.774, -0.439, 0.001], [2.179, 0.298, -0.264], [2.739, -0.413, 0.191], [2.195, 0.207, -1.414], [2.544, 1.927, 0.357], [1.228, 2.949, -0.631], [-0.117, 2.756, -0.495], [-1.016, 2.353, -1.217], [-2.238, 2.299, -1.050], [-2.820, 2.469, 0.263], [-2.101, 2.964, 1.087], [-0.700, 3.015, 1.020], [0.054, 3.256, 1.600], [-2.462, 2.973, 2.340], [-4.039, 2.370, 0.435], [-3.108, 1.909, -1.724], [-0.748, 2.091, -2.853], [1.622, 4.030, -0.507], [1.743, 2.664, -1.678], [0.436, -0.237, 1.111], [0.014, 0.063, -0.332], [-1.200, -1.740, -0.303], [-1.351, -4.014, -1.560], [0.375, -4.301, -0.841], [-2.426, -3.894, 0.681], [-1.293, -5.445, 0.546], [1.325, -4.174, 1.459], [0.512, -4.221, 3.156]], "lowdin_charge": [0.020, 0.042, -0.212, -0.275, -0.125, -0.004, -0.542, 0.128, -0.129, -0.490, 0.017, 0.125, 0.846, -0.389, -0.251, -0.192, -0.028, -0.145, -0.205, 0.127, 0.040, 0.196, 0.184, 0.175, -0.158, 0.118, 0.126, 0.165, 0.018, 0.197, 0.162, 0.045, 0.136, 0.123, 0.111, 0.041]}